# C52H70N5O3S2Ta

A molecular structure, C52H70N5O3S2Ta in a non-equilibrium geometry (the ωB97M-V functional and the def2-TZVPD basis, the Open Molecules 2025 dataset).

The geometry in XYZ format:
```
133
Properties=species:S:1:pos:R:3:forces:R:3
Ta 0.61073 -0.90353 0.32950 1.591 -1.448 1.299
C 0.67476 -4.15695 1.05006 0.138 -0.181 -0.038
N -0.11762 -3.06450 1.64781 0.546 0.914 -0.659
C 0.19146 -2.96664 3.08150 0.098 0.032 0.250
C -1.55758 -3.32925 1.47704 -0.283 0.086 -0.087
C -2.34689 -2.05038 1.32833 0.093 -0.121 0.229
N -1.91015 -1.27108 0.16296 1.038 0.348 -0.153
C -2.63111 0.01318 0.13845 -0.006 0.252 -0.094
C -2.33221 1.04160 1.19888 0.230 -0.238 0.018
C -3.38021 1.87139 1.55544 -0.078 0.013 0.029
C -3.20241 2.95706 2.40183 0.057 0.029 -0.004
C -1.90679 3.21176 2.83218 -0.172 -0.049 -0.038
C -0.81033 2.42140 2.49973 0.401 -0.321 -0.090
C -1.05358 1.28066 1.70946 -0.883 0.768 0.185
O -0.08287 0.36315 1.38925 -0.510 1.435 1.557
C 0.59104 2.90334 2.89409 0.138 0.003 -0.015
C 1.42713 1.79555 3.54658 -0.104 0.076 -0.043
C 1.28261 3.39394 1.61151 -0.064 -0.004 0.077
C 0.54497 4.07291 3.88238 -0.008 -0.049 -0.009
C -4.38821 3.83922 2.77445 -0.060 0.020 -0.009
C -5.50713 2.96674 3.36441 0.066 0.054 -0.015
C -4.01297 4.90372 3.80736 0.003 -0.060 -0.066
C -4.89013 4.53861 1.50061 0.021 -0.026 0.067
C -2.26516 -1.97107 -1.09258 0.040 -0.179 -0.123
C -1.58389 -1.51137 -2.35279 0.096 -0.010 0.195
C -2.34811 -1.18993 -3.45420 -0.031 0.048 -0.015
C -1.76732 -1.02039 -4.70733 -0.011 -0.043 0.008
C -0.40936 -1.28598 -4.81142 -0.173 0.046 -0.024
C 0.40562 -1.66160 -3.73935 0.349 -0.133 0.438
C -0.19804 -1.65670 -2.47131 -0.587 0.246 -0.966
O 0.48595 -1.75793 -1.27545 0.011 -1.177 -1.501
C 1.77256 -2.30616 -4.04399 0.052 -0.111 0.057
C 2.18060 -2.10785 -5.50683 -0.045 -0.025 0.016
C 1.58472 -3.81464 -3.78624 0.005 0.085 -0.053
C 2.94692 -1.82234 -3.19269 -0.061 0.030 -0.029
C -2.64713 -0.69795 -5.90928 -0.082 -0.002 -0.069
C -3.65244 -1.84820 -6.10022 0.080 0.059 -0.014
C -3.41248 0.60853 -5.65714 0.062 -0.058 -0.023
C -1.83521 -0.54682 -7.19673 -0.030 -0.004 0.106
H 0.38424 -5.12491 1.46911 -0.031 0.043 0.039
H 1.73071 -3.99151 1.25427 -0.039 0.009 0.004
H 0.52438 -4.17931 -0.02948 -0.046 -0.010 0.024
H -0.05121 -3.90471 3.59107 -0.060 -0.011 -0.082
H -0.38401 -2.16152 3.54039 -0.002 0.012 -0.037
H 1.24790 -2.76680 3.21457 -0.099 -0.030 -0.043
H -1.94799 -3.87923 2.33715 0.093 -0.078 -0.007
H -1.69649 -3.96566 0.60613 0.045 -0.055 0.048
H -2.22092 -1.41919 2.21157 -0.050 0.002 0.003
H -3.41206 -2.29426 1.24031 -0.015 0.077 -0.004
H -3.70670 -0.19527 0.17452 0.015 -0.079 -0.060
H -2.42114 0.45072 -0.83813 -0.038 -0.105 0.025
H -4.36196 1.66497 1.14476 -0.009 -0.032 0.014
H -1.73372 4.07517 3.45272 -0.041 -0.051 -0.022
H 1.70047 1.03349 2.82236 0.037 -0.147 -0.031
H 0.87707 1.34128 4.37375 0.032 -0.059 0.011
H 2.35036 2.21809 3.94735 -0.004 -0.006 -0.002
H 1.33465 2.60034 0.87157 0.050 -0.068 -0.098
H 2.29854 3.72931 1.83144 -0.009 0.004 0.004
H 0.72933 4.22884 1.17760 0.022 0.006 0.002
H 0.01945 3.80373 4.80067 0.005 0.045 0.013
H 0.07564 4.95606 3.44870 0.020 0.011 0.042
H 1.56607 4.34667 4.14836 0.002 0.010 -0.006
H -5.15114 2.42942 4.24526 -0.031 -0.009 0.007
H -5.88020 2.23921 2.64307 -0.010 -0.018 0.010
H -6.34610 3.59528 3.66481 -0.009 -0.010 -0.008
H -3.60523 4.45184 4.71361 0.012 0.035 0.015
H -4.90445 5.46381 4.08863 0.002 0.010 -0.010
H -3.29004 5.61698 3.40732 0.018 0.007 0.035
H -5.26190 3.81745 0.77048 -0.004 0.012 -0.014
H -4.08692 5.11451 1.03695 -0.022 0.023 -0.008
H -5.70486 5.22123 1.74564 -0.012 -0.009 -0.018
H -3.34858 -1.90565 -1.23599 -0.010 -0.027 0.068
H -2.02073 -3.02594 -0.97820 -0.037 0.023 0.034
H -3.42110 -1.09731 -3.33383 -0.011 -0.018 0.012
H 0.04068 -1.23700 -5.78936 -0.023 -0.005 0.053
H 1.47861 -2.57346 -6.19857 0.040 0.007 -0.023
H 3.15232 -2.57290 -5.67205 0.002 -0.002 0.011
H 2.26977 -1.04676 -5.74935 0.008 -0.015 -0.052
H 0.77655 -4.21436 -4.40020 0.003 -0.029 0.012
H 1.34712 -4.00193 -2.73624 -0.005 -0.022 0.005
H 2.50299 -4.35268 -4.02859 -0.011 -0.009 -0.004
H 3.09292 -0.74965 -3.29656 0.018 0.122 0.067
H 3.85785 -2.31555 -3.53856 -0.031 -0.007 0.016
H 2.81376 -2.07282 -2.14527 -0.026 0.063 0.178
H -4.33646 -1.93089 -5.25483 -0.007 -0.015 0.006
H -3.13414 -2.80156 -6.21699 -0.014 -0.006 -0.015
H -4.24820 -1.67105 -6.99658 -0.021 -0.006 0.012
H -4.04023 0.54537 -4.76676 -0.006 0.018 0.005
H -4.05939 0.82439 -6.50865 -0.015 0.016 0.008
H -2.72028 1.44190 -5.52831 -0.022 -0.014 -0.003
H -1.30903 -1.46944 -7.44786 0.024 0.024 -0.043
H -1.11324 0.26891 -7.11771 0.037 -0.025 -0.030
H -2.50800 -0.31948 -8.02334 0.002 0.018 -0.003
S 2.41632 0.55524 -0.63984 -0.061 -0.455 0.415
C 1.24846 1.27932 -1.68947 -0.074 0.140 -0.109
N -0.00104 1.33318 -1.33726 0.045 -0.398 0.489
C -0.73953 2.08389 -2.24550 -0.013 0.083 -0.405
C -2.05830 2.51752 -2.09825 0.033 0.028 0.015
C -2.62233 3.28774 -3.09560 -0.033 -0.011 0.059
C -1.89742 3.64096 -4.23539 0.090 0.059 -0.043
C -0.57069 3.27880 -4.36987 -0.033 0.063 -0.037
C 0.00064 2.51465 -3.36119 0.031 -0.183 0.173
S 1.66395 2.01937 -3.19799 -0.183 -0.037 0.121
H -2.60259 2.31739 -1.18559 -0.028 0.042 -0.059
H -3.63747 3.64442 -2.98110 -0.003 -0.024 -0.014
H -2.36702 4.23284 -5.00957 -0.003 0.017 0.023
H 0.01091 3.59948 -5.22388 -0.013 -0.004 -0.004
C 6.46651 -0.50709 3.64250 0.167 0.114 0.166
N 5.55195 -1.00717 2.62556 0.055 -0.110 -0.115
N 4.22867 -1.28169 2.87267 -0.309 0.213 -0.208
C 3.58350 -1.36543 1.66513 0.619 0.015 -0.266
O 2.32187 -1.63924 1.56362 -1.732 0.614 -0.884
C 4.54633 -1.18527 0.66767 -0.054 0.003 -0.055
C 5.74638 -0.93673 1.29997 -0.098 -0.184 0.095
C 7.07668 -0.62882 0.72109 0.070 0.106 0.037
C 3.80245 -1.75718 4.15249 -0.067 -0.206 0.295
C 4.62129 -2.62371 4.87117 0.018 -0.086 -0.153
C 4.22612 -3.06185 6.12407 0.009 0.004 0.027
C 3.00897 -2.65999 6.65491 -0.015 -0.021 -0.012
C 2.17840 -1.83398 5.91416 -0.041 0.025 0.008
C 2.57235 -1.37641 4.66642 0.187 0.180 -0.031
H 5.93171 -0.34400 4.57142 -0.054 -0.013 0.000
H 6.88664 0.44130 3.31139 -0.055 -0.004 -0.020
H 7.28027 -1.20913 3.81908 -0.072 -0.054 -0.014
H 4.38100 -1.22153 -0.39467 0.008 -0.029 0.045
H 7.05020 -0.75858 -0.35708 -0.005 -0.002 -0.002
H 7.84541 -1.28093 1.13629 -0.006 -0.009 -0.013
H 7.36585 0.40270 0.93376 -0.010 -0.003 -0.018
H 5.55474 -2.97616 4.45276 0.027 0.047 -0.025
H 4.87080 -3.72579 6.68347 0.005 0.001 -0.008
H 2.70867 -2.99427 7.63851 -0.006 -0.013 -0.011
H 1.21959 -1.52692 6.31201 0.020 0.006 0.014
H 1.93503 -0.72654 4.09309 -0.062 0.160 -0.036
```
Positions in Å, forces in eV/Å.

Results
Total charge: +2
Gap between HOMO and LUMO: 7.30 eV
HOMO: -12.77 eV
Calculated total energy: -91867.932 eV


# C52H73BN8O4S4SrTe

A molecular structure, C52H73BN8O4S4SrTe in a non-equilibrium geometry (the ωB97M-V functional and the def2-TZVPD basis, the Open Molecules 2025 dataset).

The geometry in XYZ format:
```
144
Properties=species:S:1:pos:R:3:forces:R:3
Sr 0.09245 -0.88668 -0.97126 -0.929 -0.394 2.194
C -3.35872 -4.48900 1.33281 -0.012 -0.220 -0.028
C -4.64841 -3.67790 1.42006 0.085 0.050 0.115
C -5.58015 -4.14261 0.28977 -0.038 0.160 0.092
C -5.31988 -3.88867 2.77515 0.059 -0.020 0.087
N -4.37861 -2.22397 1.27533 -0.299 -0.280 -0.461
C -5.28590 -1.34770 0.69773 0.174 0.142 0.001
C -4.70629 -0.13391 0.66906 -0.061 -0.164 0.154
N -3.46073 -0.24992 1.25140 0.170 0.310 -0.370
B -2.36153 0.84181 1.33099 -0.255 0.292 0.210
N -2.25080 1.28893 2.82711 -0.284 -0.361 -0.212
C -3.24981 1.09066 3.75631 0.219 0.090 0.072
C -2.80191 1.51964 4.95115 0.149 0.024 -0.199
N -1.50050 1.97216 4.75130 -0.206 0.051 0.460
C -1.17623 1.82028 3.44227 0.215 0.083 -0.445
S 0.28688 2.25681 2.69035 -0.094 -0.161 -0.573
C -0.60635 2.55902 5.76897 0.002 0.028 0.177
C -1.27370 2.55574 7.14762 0.015 -0.057 -0.182
C 0.66363 1.72125 5.84415 0.239 -0.055 0.066
C -0.29649 4.00069 5.38462 0.042 0.191 -0.031
N -2.80150 2.10198 0.51688 -0.122 -0.258 0.336
C -3.64935 3.07004 1.01605 0.017 -0.002 -0.068
C -3.86732 3.97992 0.05063 0.039 -0.103 -0.012
N -3.14545 3.56955 -1.06212 -0.059 0.350 -0.026
C -2.48468 2.41868 -0.75642 0.188 -0.221 -0.032
S -1.45397 1.57914 -1.80281 0.125 -0.358 -0.005
C -3.01348 4.32037 -2.33399 -0.093 0.039 -0.014
C -3.49282 3.44304 -3.48638 -0.022 -0.040 -0.134
C -3.88768 5.57560 -2.29107 0.035 -0.084 0.022
C -1.56180 4.75322 -2.51475 0.132 0.053 -0.046
C -3.26322 -1.53621 1.61603 0.142 0.056 0.535
S -1.92804 -2.06665 2.53235 0.133 0.418 0.032
H -3.63880 -5.54244 1.36867 -0.002 -0.102 -0.046
H -2.67043 -4.26339 2.14493 -0.223 -0.148 -0.169
H -2.84293 -4.28684 0.39373 0.015 0.040 -0.050
H -5.48687 -5.22276 0.18361 -0.027 -0.015 0.021
H -5.31042 -3.67487 -0.65562 0.089 0.006 -0.086
H -6.62836 -3.92692 0.51182 0.020 0.083 -0.041
H -5.57908 -4.94047 2.90535 -0.008 -0.042 0.012
H -6.23329 -3.29546 2.84630 -0.024 0.009 -0.012
H -4.64579 -3.59004 3.57882 0.027 0.004 0.006
H -6.23027 -1.66461 0.30862 -0.083 -0.070 -0.077
H -5.07173 0.79087 0.26467 0.027 0.050 -0.061
H -1.33136 0.43093 0.93666 0.393 -0.092 -0.074
H -4.18328 0.62969 3.49500 -0.060 -0.042 -0.025
H -3.28517 1.50906 5.90289 -0.021 0.036 0.231
H -1.49443 1.54672 7.49319 -0.026 -0.085 -0.006
H -2.18778 3.14680 7.16332 -0.087 0.040 -0.040
H -0.57594 3.00704 7.85285 -0.002 -0.011 0.003
H 0.41329 0.68313 6.06330 -0.022 -0.083 0.048
H 1.29989 2.10451 6.64203 0.060 0.009 0.069
H 1.20576 1.76151 4.89743 -0.080 -0.012 0.218
H -1.21345 4.59098 5.37865 -0.060 0.047 0.023
H 0.15840 4.04637 4.39472 -0.039 0.022 0.156
H 0.38977 4.43069 6.11495 0.028 0.037 0.044
H -4.02056 3.03533 2.02335 -0.017 -0.007 0.050
H -4.46854 4.86392 0.06854 -0.048 0.124 -0.038
H -4.54604 3.19349 -3.35388 -0.063 -0.001 -0.002
H -2.92104 2.51809 -3.54640 -0.076 0.132 -0.031
H -3.37957 3.99494 -4.42053 -0.018 0.006 -0.051
H -4.94174 5.33587 -2.15190 -0.047 -0.036 0.016
H -3.78516 6.07977 -3.25185 -0.007 0.009 0.005
H -3.57278 6.27237 -1.51451 0.029 0.009 0.056
H -0.89713 3.89220 -2.56834 -0.061 0.104 -0.022
H -1.25247 5.38208 -1.67890 0.016 0.050 0.041
H -1.47466 5.32892 -3.43689 0.023 0.043 -0.038
N -0.71484 -3.58251 -2.79958 0.071 -0.103 0.037
C -1.85141 -2.78023 -3.26260 0.004 -0.048 -0.152
C -2.59247 -2.13797 -2.08528 -0.074 -0.266 -0.065
O -3.79395 -1.90491 -2.19602 -0.226 -0.026 -0.029
O -1.85477 -1.90428 -1.07643 -1.577 -0.631 0.210
H -0.20072 -3.95803 -3.58773 -0.005 0.044 0.021
H -1.03953 -4.36518 -2.24168 0.011 0.034 -0.033
H -2.58637 -3.32009 -3.87197 0.086 -0.027 0.060
H -1.43732 -1.96744 -3.86226 -0.084 0.034 -0.051
C 9.27344 1.05296 2.60415 0.025 -0.007 0.003
C 8.07699 0.96906 1.69501 -0.012 0.018 0.000
C 7.95516 -0.04389 0.75740 0.008 -0.050 -0.004
C 6.84452 -0.14265 -0.08099 0.082 -0.026 0.037
C 6.78273 -1.29676 -1.05050 -0.009 -0.040 -0.018
C 5.84168 0.82405 0.01049 -0.231 0.019 -0.062
Te 4.05387 0.47724 -1.40170 0.181 -0.030 0.052
N 1.95838 0.20661 -1.78116 1.331 0.639 -1.050
C 1.67746 -0.30489 -2.96137 0.227 0.182 -0.515
O 0.53464 -0.81770 -3.22443 0.537 0.321 -0.758
C 2.65328 -0.28757 -4.10868 -0.003 0.073 0.010
C 3.35585 -1.42588 -4.48198 -0.031 -0.055 -0.046
C 4.25356 -1.37784 -5.53721 0.005 0.047 -0.006
C 4.44921 -0.19052 -6.23324 0.001 -0.025 0.025
C 3.74129 0.94547 -5.86822 -0.026 -0.017 0.001
C 2.84698 0.89792 -4.80748 0.084 0.019 -0.011
C 4.05087 2.49012 -2.04496 0.183 -0.210 -0.080
C 3.02367 3.35315 -1.67832 -0.217 0.074 0.142
C 1.87252 2.95382 -0.79345 0.031 0.116 0.058
C 3.06146 4.66673 -2.15281 -0.058 0.003 -0.007
C 4.07922 5.12960 -2.96724 0.021 -0.055 0.016
C 4.09635 6.54883 -3.46662 0.005 0.002 0.001
C 5.09190 4.24147 -3.31950 -0.058 0.001 -0.013
C 5.09107 2.92398 -2.88176 0.020 0.093 -0.015
C 6.20732 2.01693 -3.32622 0.011 -0.037 0.051
C 5.92852 1.84088 0.96418 0.062 0.065 -0.013
C 4.86941 2.89503 1.12598 -0.044 -0.003 -0.014
C 7.05074 1.89983 1.78572 0.000 0.002 0.027
H 10.00624 0.28418 2.36019 0.008 -0.010 -0.002
H 8.98558 0.92161 3.64882 -0.014 -0.006 0.016
H 9.76516 2.02379 2.52392 0.000 0.021 -0.011
H 8.73981 -0.78988 0.67737 0.017 -0.011 -0.001
H 7.67873 -1.91071 -0.95902 0.014 -0.011 -0.008
H 6.70296 -0.95460 -2.08397 0.004 0.013 -0.009
H 5.91669 -1.93467 -0.86210 -0.013 0.017 0.022
H 3.20301 -2.34782 -3.93482 -0.011 -0.023 0.016
H 4.80502 -2.26643 -5.81577 0.021 -0.027 -0.012
H 5.15433 -0.15174 -7.05343 0.013 -0.002 -0.027
H 3.88920 1.87386 -6.40480 0.008 0.030 -0.010
H 2.30700 1.78636 -4.50408 -0.015 0.024 0.004
H 2.11069 2.11484 -0.13579 -0.022 0.113 -0.055
H 1.00880 2.62937 -1.37923 0.073 0.052 0.031
H 1.56210 3.79514 -0.17110 -0.009 0.013 -0.004
H 2.26121 5.33990 -1.86445 -0.021 0.030 0.016
H 3.28291 7.12795 -3.03188 -0.020 0.008 0.014
H 3.99035 6.58570 -4.55220 -0.003 -0.012 -0.029
H 5.03613 7.04295 -3.21520 0.021 0.009 0.007
H 5.89943 4.57927 -3.96063 0.018 0.021 -0.022
H 6.83042 2.52002 -4.06547 0.026 0.010 -0.002
H 5.81702 1.10174 -3.77643 -0.027 -0.003 -0.003
H 6.84208 1.72626 -2.48510 -0.010 -0.011 0.019
H 3.87086 2.47925 1.00504 -0.033 -0.026 0.001
H 4.97747 3.67987 0.37508 0.001 0.015 -0.025
H 4.93115 3.35540 2.11180 0.009 0.022 0.029
H 7.11718 2.69548 2.52167 0.010 0.018 0.023
O 2.82843 -1.66878 0.48321 -0.207 0.069 0.305
S 2.00595 -0.80218 1.41826 0.104 -0.200 -0.045
C 3.13911 -0.05885 2.63145 0.194 -0.062 -0.140
C 3.05684 -0.86696 3.92982 0.035 0.003 0.020
C 2.49565 -2.24118 3.57000 -0.050 0.037 0.006
C 1.32853 -1.93068 2.64594 0.143 0.000 0.124
H 2.87546 0.98907 2.74953 -0.029 0.038 0.001
H 4.10520 -0.14374 2.12896 0.038 0.038 0.048
H 2.37064 -0.36998 4.61852 0.012 0.005 0.008
H 4.03469 -0.92448 4.41032 -0.006 0.000 0.001
H 2.17308 -2.80157 4.44840 -0.005 0.012 0.011
H 3.23982 -2.83639 3.03726 0.019 -0.011 -0.006
H 0.51690 -1.39693 3.14638 0.050 0.004 0.013
H 0.90347 -2.77377 2.10504 -0.007 -0.009 0.021
```
Positions in Å, forces in eV/Å.

Results
⟨S²⟩: 0.759
Total charge: -1
Gap between HOMO and LUMO (spin up / spin down): 6.65 / 6.31 eV
2S+1: 2
HOMO (spin up / spin down): -4.48 / -4.58 eV
Calculated total energy: -127374.566 eV
Relative energy (zero: lowest compared OMol25 entry of this formula, charge and spin): 147.8 kJ/mol